Entry 1:
The following is a quantum chemistry calculation of a single C15H18ClN3O2 molecule, from OMol25.

Each line ends with the Mulliken charge.
Atoms and positions in Å:
C -4.611 -2.102 1.276  -1.0306
N -4.275 -0.920 0.516  0.1121
C -4.886 0.300 0.732  0.4330
O -5.733 0.491 1.562  -0.6133
C -4.313 1.286 -0.261  -0.9045
C -3.224 0.522 -1.022  -0.0654
N -1.911 1.116 -0.867  0.0393
C -1.360 0.988 0.477  -0.7553
C 0.114 1.375 0.481  -1.2501
N 0.865 0.413 -0.292  0.3354
C 2.209 0.225 -0.107  0.7447
C 2.978 1.129 0.638  -0.3541
C 4.330 0.928 0.832  -0.8629
C 4.950 -0.179 0.278  0.3432
Cl 6.649 -0.428 0.513  -0.2334
C 4.214 -1.090 -0.461  -0.8147
C 2.861 -0.893 -0.646  -0.3877
C 0.142 -0.204 -1.383  -0.8387
C -0.931 0.764 -1.887  -1.0645
C -3.327 -0.910 -0.477  0.4608
O -2.684 -1.869 -0.822  -0.6214
H -5.694 -2.191 1.344  0.3328
H -4.198 -2.033 2.284  0.3246
H -4.187 -2.964 0.763  0.3784
H -5.113 1.631 -0.916  0.2965
H -3.918 2.161 0.253  0.3154
H -3.445 0.496 -2.093  0.6656
H -1.447 -0.038 0.869  0.3127
H -1.907 1.654 1.150  0.3883
H 0.221 2.396 0.085  0.3101
H 0.475 1.364 1.513  0.7212
H 2.526 2.012 1.061  0.3643
H 4.905 1.638 1.405  0.3877
H 4.696 -1.958 -0.883  0.3931
H 2.303 -1.631 -1.199  0.3667
H 0.831 -0.416 -2.204  0.6645
H -0.331 -1.146 -1.074  0.3122
H -1.431 0.322 -2.749  0.4703
H -0.444 1.689 -2.218  0.3238

For the energy above the lowest of the compared OMol25 structures with the same formula, charge and spin, the calculation gives 0.0 kJ/mol. As for the HOMO-LUMO gap: 8.170 eV. The HOMO energy is -7.5969 eV. The value obtained for the electronic energy is -36935.6973 eV. The LUMO energy is 0.6 eV. The structure (SMILES) is CN1C(=O)C[C@@H](N2CCN(c3ccc(Cl)cc3)CC2)C1=O.

---

Entry 2:
The following is a quantum chemistry calculation of a 8-piece molecular cluster, C35H60BClN2O26S overall at a distorted geometry, from OMol25.

Each line ends with the Mulliken charge.
Atoms and positions in Å:
C 1.134 1.325 1.239  -0.6890
N 0.121 0.855 0.218  0.1908
C 0.450 -0.512 -0.346  -0.6763
B -0.138 1.891 -0.862  0.3055
O 0.219 1.765 -2.291  -0.5996
C -0.944 3.273 -0.378  0.5672
C -0.174 4.720 -0.094  -0.3623
C -1.019 6.067 0.422  -0.5406
C -2.672 5.981 0.661  -0.3904
C -3.374 4.537 0.324  0.2003
C -2.569 3.199 -0.173  0.2187
C -3.660 1.988 -0.351  -0.1265
O -3.426 0.907 -1.099  -0.4403
N -4.845 2.468 0.440  0.3693
C -5.168 1.859 1.767  -0.6190
C -4.386 0.497 2.187  -0.2357
C -5.058 -0.909 1.689  -0.6111
C -5.746 -0.898 0.213  -0.4814
S -4.913 -2.116 -0.990  0.9532
O -3.366 -2.187 -0.790  -0.4930
O -5.471 -3.562 -0.865  -0.5642
Cl -5.269 -1.500 -2.973  -0.2628
C -4.923 4.008 0.407  0.0395
O -6.031 4.787 0.450  -0.5727
H 0.544 1.625 2.228  0.1643
H 1.962 0.532 1.501  0.2976
H 1.584 2.344 0.819  0.1782
H 0.949 -1.178 0.489  0.1214
H -0.576 -1.028 -0.661  0.2071
H 1.128 -0.493 -1.310  0.2607
H -0.328 0.963 -2.607  0.3417
H 0.991 4.798 -0.246  0.2952
H -0.460 7.092 0.648  0.2990
H -3.318 6.881 1.038  0.3422
H -6.334 1.601 1.759  0.2368
H -5.033 2.650 2.644  0.2732
H -4.415 0.457 3.382  0.2799
H -3.238 0.457 1.921  0.1366
H -5.847 -1.369 2.451  0.2901
H -4.170 -1.707 1.649  0.2986
H -5.797 0.135 -0.329  0.3280
H -6.860 -1.305 0.340  0.3984
C 1.795 -2.972 3.996  -0.5721
O 3.166 -3.244 4.280  -0.3109
C 4.038 -2.374 3.710  0.8336
O 3.743 -1.421 3.006  -0.5458
O 5.295 -2.747 4.060  -0.3259
C 6.323 -1.915 3.528  -0.5849
H 1.189 -3.729 4.501  0.2240
H 1.509 -1.988 4.381  0.2932
H 1.603 -3.039 2.920  0.2268
H 6.218 -0.889 3.895  0.2966
H 6.313 -1.940 2.434  0.2552
H 7.285 -2.306 3.871  0.2214
C 1.648 -7.078 -1.597  -0.6959
O 2.172 -5.937 -0.921  -0.2043
C 3.143 -6.221 -0.016  0.6188
O 3.577 -7.332 0.245  -0.5723
O 3.547 -5.055 0.548  -0.0985
C 4.574 -5.202 1.527  -0.5015
H 0.880 -6.734 -2.296  0.2302
H 2.434 -7.582 -2.170  0.2987
H 1.183 -7.769 -0.887  0.2883
H 5.476 -5.630 1.079  0.3552
H 4.225 -5.817 2.362  0.3705
H 4.819 -4.208 1.911  -0.1082
C 4.739 -4.081 -2.083  -0.5772
O 5.252 -2.763 -1.897  -0.2199
C 6.444 -2.538 -2.504  0.7163
O 7.077 -3.346 -3.165  -0.5768
O 6.811 -1.257 -2.248  -0.2980
C 8.057 -0.876 -2.829  -0.4232
H 3.783 -4.149 -1.555  0.1181
H 4.561 -4.280 -3.144  0.3885
H 5.421 -4.824 -1.657  0.2608
H 8.012 -0.947 -3.921  0.2974
H 8.871 -1.491 -2.433  0.0835
H 8.251 0.166 -2.561  0.2317
C -7.317 3.556 6.005  -0.6543
O -6.522 2.371 6.000  -0.2283
C -6.766 1.531 7.037  0.7133
O -7.579 1.710 7.930  -0.5413
O -5.948 0.456 6.909  -0.2693
C -6.095 -0.520 7.938  -0.6297
H -7.038 4.153 5.133  0.1923
H -8.380 3.307 5.927  0.3228
H -7.121 4.148 6.905  0.3026
H -7.110 -0.932 7.937  0.2930
H -5.851 -0.091 8.915  0.2899
H -5.394 -1.334 7.735  0.2109
C -7.604 -1.526 -4.877  -0.5050
O -8.440 -0.813 -5.786  -0.3285
C -9.482 -0.170 -5.201  0.7443
O -9.740 -0.162 -4.007  -0.5475
O -10.187 0.461 -6.173  -0.3056
C -11.322 1.184 -5.700  -0.6087
H -6.805 -2.000 -5.453  0.3632
H -7.148 -0.842 -4.154  0.1239
H -8.172 -2.310 -4.365  0.3436
H -11.014 1.976 -5.010  0.2877
H -12.038 0.508 -5.221  0.2854
H -11.810 1.648 -6.561  0.2162
C 0.872 9.762 -5.565  -0.6145
O 0.345 9.321 -4.315  -0.3121
C -0.238 8.097 -4.356  0.7294
O -0.337 7.381 -5.340  -0.5356
O -0.692 7.805 -3.111  -0.2756
C -1.334 6.536 -3.002  -0.3499
H 1.314 10.751 -5.416  0.2191
H 1.657 9.083 -5.914  0.2870
H 0.075 9.849 -6.311  0.2877
H -0.637 5.729 -3.248  0.3209
H -2.219 6.495 -3.645  0.3499
H -1.657 6.408 -1.965  -0.0955
C 10.571 -4.274 -1.460  -0.5608
O 11.094 -3.133 -0.783  -0.2398
C 12.065 -3.417 0.121  0.7294
O 12.499 -4.528 0.382  -0.5393
O 12.470 -2.251 0.685  -0.3015
C 13.496 -2.397 1.664  -0.6136
H 9.803 -3.929 -2.158  0.1401
H 11.356 -4.777 -2.033  0.2968
H 10.105 -4.964 -0.749  0.2939
H 14.399 -2.825 1.216  0.2875
H 13.148 -3.013 2.500  0.2848
H 13.741 -1.403 2.048  0.2191

As for the HOMO-LUMO gap: 7.551 eV. The HOMO energy is -9.0884 eV. The value obtained for the electronic energy is -117503.9213 eV. The LUMO energy is -1.5 eV. The structure (SMILES) is CN(C)B(O)c1cccc2c1C(=O)N(CCCCS(=O)(=O)Cl)C2=O.COC(=O)OC.COC(=O)OC.COC(=O)OC.COC(=O)OC.COC(=O)OC.COC(=O)OC.COC(=O)OC.

---

Entry 3:
The following is a quantum chemistry calculation of C4H36F12N4O22S4 as an isolated structure at a distorted geometry, from OMol25.

Each line ends with the Mulliken charge.
Atoms and positions in Å:
N 3.746 5.334 27.812  0.3032
H 4.600 5.237 28.349  0.4344
H 3.513 6.231 27.397  0.4673
H 2.927 5.095 28.426  0.1903
H 3.718 4.588 27.055  0.3065
N 1.096 3.253 26.109  0.3560
H 0.578 3.803 25.415  0.3626
H 2.124 3.274 25.950  -0.1705
H 0.778 2.290 26.001  0.5324
H 0.834 3.453 27.071  0.2579
C 3.115 2.786 30.859  0.6832
F 3.164 1.738 31.616  -0.1554
F 3.577 3.858 31.519  -0.2446
F 3.811 2.615 29.724  -0.2171
S 1.317 3.211 30.338  0.7838
O 0.835 2.123 29.506  -0.6465
O 0.601 3.266 31.592  -0.5507
N 1.563 4.623 29.359  -0.4874
S 0.719 5.628 30.151  0.8851
O -0.648 5.200 30.320  -0.6210
O 1.366 6.183 31.317  -0.6445
C 0.556 7.137 28.945  0.5606
F -0.665 7.604 29.160  -0.2097
F 1.497 8.028 29.129  -0.2200
F 0.581 6.754 27.637  -0.2050
C 3.314 4.702 23.233  0.7186
F 2.356 5.573 23.535  -0.0720
F 2.710 3.587 22.859  -0.2307
F 4.027 5.224 22.244  -0.0468
S 4.604 4.374 24.614  0.7301
O 5.734 3.784 23.988  -0.5018
O 4.832 5.636 25.266  -0.6745
N 3.717 3.365 25.779  -1.2755
S 4.388 1.930 25.818  0.9241
O 3.639 1.104 26.761  -0.4219
O 4.573 1.310 24.525  -0.5999
C 6.124 2.223 26.650  0.5017
F 6.200 1.442 27.726  -0.1737
F 7.043 1.834 25.797  -0.3024
F 6.318 3.504 26.997  -0.1787
O 0.389 5.692 21.731  -0.5662
H -0.415 5.329 21.348  0.2849
H 0.258 5.613 22.678  0.3117
O 9.776 1.202 25.515  -0.6313
H 8.881 1.442 25.761  0.4406
H 10.230 1.085 26.351  0.3036
O -0.278 5.066 24.683  -0.7130
H -0.279 6.020 24.836  0.3129
H -1.210 4.832 24.601  0.2614
O 3.866 7.048 20.304  -0.6403
H 3.561 7.786 19.766  0.2655
H 3.145 6.409 20.270  0.2881
O 2.949 -0.409 22.624  -0.6300
H 3.871 -0.680 22.589  0.3006
H 2.509 -1.117 23.104  0.2981
O 3.513 -2.112 26.886  -0.6145
H 2.976 -2.689 27.437  0.3048
H 3.460 -1.247 27.310  0.2750
O 1.444 1.020 24.530  -0.4813
H 1.353 0.141 24.911  0.2206
H 1.751 0.862 23.627  0.2525
O 4.449 8.471 22.849  -0.6411
H 4.423 7.954 22.030  0.3440
H 5.383 8.528 23.070  0.3086
O 2.534 8.156 24.878  -0.5474
H 3.273 8.321 25.467  0.2552
H 2.876 8.385 23.998  0.2896
O 9.353 1.910 28.385  -0.6328
H 8.502 1.783 28.839  0.3701
H 9.951 1.295 28.817  0.2923
O 9.039 3.559 23.416  -0.6287
H 8.894 4.043 22.597  0.2986
H 8.211 3.649 23.898  0.3298
O 6.316 5.537 20.039  -0.6463
H 6.071 4.623 19.871  0.2998
H 5.529 5.933 20.436  0.3519
O 5.334 -0.791 30.277  -0.6235
H 5.454 0.108 29.955  0.3308
H 4.459 -1.045 29.971  0.2952
O 7.421 1.477 30.268  -0.6024
H 7.743 0.997 31.039  0.2819
H 6.827 2.143 30.628  0.2834

As for the HOMO-LUMO gap: 9.529 eV. The HOMO energy is -10.2057 eV. The value obtained for the electronic energy is -131685.5282 eV. The LUMO energy is -0.7 eV.

---

Entry 4:
The following is a quantum chemistry calculation of an isolated ion of composition C3H5N2O and charge -1 at a distorted geometry, from OMol25.

Each line ends with the Mulliken charge.
Atoms and positions in Å:
C -0.885 0.023 0.631  0.0793
C -0.449 -1.175 0.065  -0.9640
C 0.914 1.130 -0.234  -0.2292
N -0.351 1.192 0.451  -0.7112
N 1.578 -0.192 -0.319  -0.1343
O 2.487 -0.356 0.553  -0.5189
H -1.697 0.007 1.368  0.3589
H -0.682 -2.115 0.552  0.2690
H -0.199 -1.234 -0.977  0.2620
H 0.784 1.437 -1.287  0.1874
H 1.584 1.857 0.261  0.4009

The charge is -1. For the energy above the lowest of the compared OMol25 structures with the same formula, charge and spin, the calculation gives 174.4 kJ/mol. As for the HOMO-LUMO gap (spin up / spin down): 6.742 / 6.740 eV. The HOMO energy (spin up / spin down) is -2.0015 / -2.0010 eV. The value obtained for the electronic energy is -8216.1635 eV. The LUMO energy (spin up / spin down) is 4.7 / 4.7 eV.

---

Entry 5:
The following is a quantum chemistry calculation of a 2-piece molecular cluster, C5H13N2O overall at a distorted geometry, from OMol25.

Each line ends with the Mulliken charge.
Atoms and positions in Å:
C -2.704 -0.179 -0.009  0.8373
C -2.989 1.210 0.127  -0.8946
C 0.983 -1.578 0.335  -1.0735
C 1.160 0.037 -1.450  -0.6798
C 2.091 0.376 0.649  -0.9312
N -0.261 0.545 0.266  -1.2120
N 0.901 -0.098 -0.066  0.6488
O -2.620 -1.325 -0.064  -0.1488
H -2.067 1.796 -0.010  0.3450
H -3.387 1.426 1.127  0.3184
H -3.873 1.657 -0.347  0.3931
H 1.832 -2.160 -0.004  0.4315
H 0.804 -1.669 1.446  0.3691
H 0.160 -2.089 -0.229  0.3754
H 0.326 0.482 -1.968  0.2899
H 1.948 0.839 -1.605  0.2952
H 1.359 -0.947 -1.841  0.2975
H 1.797 0.449 1.693  0.3475
H 2.787 -0.421 0.375  0.4196
H 2.291 1.421 0.417  0.3904
H -0.539 0.229 1.158  0.1812

The charge is +1. For the energy above the lowest of the compared OMol25 structures with the same formula, charge and spin, the calculation gives 591.1 kJ/mol. As for the HOMO-LUMO gap (spin up / spin down): 7.749 / 7.750 eV. The HOMO energy (spin up / spin down) is -12.0078 / -12.0086 eV. The value obtained for the electronic energy is -10412.0691 eV. The LUMO energy (spin up / spin down) is -4.3 / -4.3 eV.